(1)
The following is a quantum chemistry calculation of a 2-piece molecular cluster, CH2INS overall in a non-equilibrium geometry, from the Open Molecules 2025 dataset.

Results
- E_LUMO (spin up / spin down) (eV) = -0.094 / -2.635
- E_tot (eV) = -21489.36415
- Kohn-Sham gap (spin up / spin down) (eV) = 6.06 / 6.72
- spin multiplicity = 3

```
6
Properties=species:S:1:pos:R:3:forces:R:3
C 1.25272 1.19961 -0.83299 0.803 0.312 0.212
N -0.46229 -0.82524 0.37589 -1.051 -3.461 2.769
S 2.28461 1.78581 0.14128 -0.448 -0.202 -0.343
I -1.78962 0.67763 -0.13607 -2.210 2.684 -0.740
H -1.13405 -1.52008 0.86961 1.775 1.303 -0.441
H -0.15137 -1.31773 -0.41772 1.131 -0.636 -1.457
```
Forces are in eV/Å.


(2)
The following is a quantum chemistry calculation of an isolated ion of composition CH2IO2S and charge -1 in a non-equilibrium geometry, from the Open Molecules 2025 dataset.

Results
- E_LUMO (eV) = 3.507
- total charge = -1
- E_tot (eV) = -24100.19711
- Kohn-Sham gap (eV) = 7.20
- spin multiplicity = 1

```
7
Properties=species:S:1:pos:R:3:forces:R:3
C 0.84930 -0.37410 -0.15544 1.643 -1.218 -1.737
O 0.99026 0.83720 -0.86259 -0.142 -0.315 0.196
O -0.73490 1.46107 1.02913 0.492 -1.032 -0.151
S -0.64345 0.56666 -0.13811 -0.035 1.878 -1.592
I -2.97185 -0.88744 -0.00483 -1.159 -0.962 0.330
H 1.30865 -1.35232 -0.68303 -1.869 1.962 1.004
H 1.20200 -0.25106 0.81486 1.070 -0.313 1.951
```
Forces are in eV/Å.


(3)
The following is a quantum chemistry calculation of a 2-piece molecular cluster, CH2IO3P overall in a non-equilibrium geometry, from the Open Molecules 2025 dataset.

Results
- E_LUMO (eV) = 5.419
- total charge = -2
- E_tot (eV) = -24601.35919
- Kohn-Sham gap (eV) = 4.77
- spin multiplicity = 1

```
8
Properties=species:S:1:pos:R:3:forces:R:3
C 0.03573 1.54516 0.66751 0.839 1.126 0.711
O 0.37775 -1.13886 -2.24363 0.593 -0.353 1.618
O 1.79010 -1.44153 -0.01751 -1.220 -0.196 -0.908
O -0.72378 -2.21638 -0.18002 1.518 0.552 -0.380
P 0.49647 -1.55270 -0.78848 -0.767 -0.528 -0.456
I -2.02653 2.76402 0.61478 0.178 -0.559 -0.207
H 0.06403 0.54969 0.15447 -1.154 0.648 0.633
H -0.01378 1.49060 1.79287 0.012 -0.690 -1.011
```
Forces are in eV/Å.


(4)
The following is a quantum chemistry calculation of one molecule with the formula CH2IOP in a non-equilibrium geometry, from the Open Molecules 2025 dataset.

Results
- E_LUMO (spin up / spin down) (eV) = -0.459 / -0.458
- E_tot (eV) = -20504.10180
- Kohn-Sham gap (spin up / spin down) (eV) = 7.98 / 7.98
- spin multiplicity = 1

```
6
Properties=species:S:1:pos:R:3:forces:R:3
C 0.35648 0.04045 0.01937 2.298 0.844 -0.318
O 2.62652 2.42612 -0.81803 0.041 0.994 -0.372
P 2.76653 1.12755 -0.20568 -1.945 -1.574 0.749
I 1.38721 -0.67266 -1.73212 -0.401 -0.230 0.094
H -0.47343 0.65411 -0.28485 -0.094 0.178 -0.178
H 0.12417 -0.78172 0.67616 0.101 -0.212 0.024
```
Forces are in eV/Å.